No. 1
Below is a structure of composition C17H34BI2O7 in a non-equilibrium geometry, with properties calculated with ωB97M-V/def2-TZVPD.

```
61
C17H34BI2O7 | the OMol25 dataset | ωB97M-V/def2-TZVPD
C -2.209 2.038 1.577
C -1.793 1.881 0.004
I -2.017 3.699 -1.269
C -1.281 0.670 -0.691
I -0.795 0.616 -2.856
B -1.055 -0.717 0.164
C -2.355 -1.751 0.124
C -2.647 -2.306 -1.415
O -1.406 -2.777 -2.064
H -1.840 3.109 1.923
H -1.727 1.272 2.311
H -3.395 2.086 1.644
H -0.865 -0.488 1.323
H -0.126 -1.304 -0.301
H -3.294 -1.178 0.530
H -2.151 -2.723 0.784
H -3.386 -3.223 -1.401
H -3.174 -1.444 -2.024
H -1.649 -3.342 -2.861
O -0.336 0.452 4.769
C -0.857 -0.649 4.934
O -0.970 -1.513 3.902
C -1.378 -2.889 4.030
C -2.889 -3.008 4.002
C -1.462 -1.015 6.258
H -0.935 -3.351 4.916
H -0.961 -3.416 3.166
H -3.349 -2.482 4.843
H -3.193 -4.058 4.042
H -3.292 -2.558 3.089
H -2.480 -0.626 6.308
H -0.861 -0.561 7.051
H -1.465 -2.087 6.457
O 0.256 3.847 -7.976
C 0.402 4.058 -6.774
O -0.501 4.798 -6.097
C -0.531 4.938 -4.663
C 0.388 6.055 -4.211
C 1.632 3.580 -6.060
H -0.315 3.987 -4.169
H -1.563 5.195 -4.399
H 1.431 5.846 -4.467
H 0.320 6.196 -3.128
H 0.123 6.994 -4.707
H 2.433 4.310 -6.193
H 1.937 2.624 -6.496
H 1.477 3.391 -4.998
O 2.780 -4.398 2.319
C 3.354 -3.452 1.783
O 2.642 -2.452 1.220
C 3.207 -1.213 0.748
C 3.708 -1.357 -0.676
C 4.849 -3.438 1.660
H 3.978 -0.845 1.431
H 2.398 -0.476 0.770
H 4.510 -2.096 -0.747
H 4.083 -0.400 -1.050
H 2.901 -1.701 -1.332
H 5.143 -4.002 0.774
H 5.275 -3.914 2.549
H 5.277 -2.436 1.621
```

Properties
- HOMO (eV) = -4.747
- DFT total energy (eV) = -49388.8300
- HOMO-LUMO gap (eV) = 7.2779
- total charge = -1

Population analysis type natural (NBO), resulting atomic charges in e: -0.67 -0.21 -0.04 -0.23 0.04 -0.26 -0.60 -0.07 -0.74 0.21 0.28 0.21 -0.01 -0.02 0.19 0.18 0.13 0.15 0.45 -0.59 0.80 -0.48 -0.07 -0.64 -0.74 0.17 0.22 0.19 0.21 0.24 0.24 0.24 0.21 -0.60 0.80 -0.51 -0.08 -0.64 -0.75 0.21 0.20 0.20 0.23 0.21 0.24 0.25 0.23 -0.60 0.80 -0.48 -0.07 -0.64 -0.74 0.16 0.23 0.19 0.21 0.24 0.24 0.24 0.22


No. 2
Below is a cluster of 13 separate species, C46H111F2NO16SSi in total in a non-equilibrium geometry, with properties calculated with ωB97M-V/def2-TZVPD.

```
178
C46H111F2NO16SSi | the OMol25 dataset | ωB97M-V/def2-TZVPD
C 9.107 -1.669 -0.991
Si 7.399 -1.099 -0.379
C 7.383 -1.498 1.487
C 6.133 -2.112 -1.344
C 4.652 -1.691 -1.139
C 3.776 -2.343 -2.247
C 2.504 -1.521 -2.568
C 1.377 -2.390 -3.205
C 0.383 -2.971 -2.148
C -1.087 -2.501 -2.341
C -1.703 -1.929 -1.026
C -2.392 -0.579 -1.193
C -3.039 -0.220 0.192
C -2.139 0.675 1.079
C -2.519 0.392 2.579
S -1.232 -0.592 3.330
O -1.585 -0.807 4.698
O -1.036 -1.828 2.628
O 0.089 0.331 3.273
O -3.444 -0.595 -2.162
C -3.645 0.642 -2.797
C -4.774 1.497 -2.203
N -5.849 0.759 -1.656
F -4.298 2.369 -1.247
F -5.254 2.304 -3.234
C 7.334 0.760 -0.733
C 7.633 1.681 0.259
C 7.629 3.042 0.009
C 7.323 3.463 -1.276
C 7.012 2.571 -2.271
C 7.015 1.209 -2.008
H 9.236 -2.753 -0.907
H 9.923 -1.112 -0.512
H 9.153 -1.382 -2.054
H 8.121 -2.298 1.638
H 6.406 -1.875 1.821
H 7.710 -0.651 2.101
H 6.404 -2.086 -2.410
H 6.245 -3.154 -1.000
H 4.318 -2.150 -0.196
H 4.494 -0.605 -1.128
H 3.431 -3.347 -1.951
H 4.350 -2.485 -3.175
H 2.752 -0.741 -3.301
H 2.106 -1.094 -1.636
H 0.854 -1.740 -3.920
H 1.821 -3.232 -3.754
H 0.776 -2.675 -1.161
H 0.452 -4.066 -2.162
H -1.216 -1.849 -3.213
H -1.644 -3.420 -2.568
H -0.878 -1.765 -0.314
H -2.336 -2.679 -0.539
H -1.614 0.175 -1.400
H -3.187 -1.182 0.707
H -4.025 0.241 0.081
H -2.426 1.722 0.898
H -1.066 0.553 0.888
H -3.405 -0.253 2.597
H -2.718 1.320 3.121
H 0.541 0.062 2.454
H -2.747 1.279 -2.834
H -3.900 0.434 -3.847
H -5.921 -0.167 -2.060
H -6.692 1.306 -1.825
H 7.880 1.332 1.261
H 7.882 3.747 0.798
H 7.350 4.537 -1.466
H 6.791 2.905 -3.285
H 6.772 0.500 -2.800
C -1.340 5.402 2.561
C -0.724 4.283 1.745
O -1.740 3.520 1.086
H -2.030 4.997 3.304
H -0.571 5.982 3.074
H -1.916 6.074 1.920
H -0.167 3.601 2.389
H -0.039 4.685 0.994
H -2.226 4.119 0.508
C -2.117 -6.594 1.115
C -1.991 -5.156 0.657
O -1.670 -5.074 -0.732
H -1.188 -7.137 0.931
H -2.351 -6.643 2.179
H -2.904 -7.111 0.559
H -1.191 -4.653 1.201
H -2.926 -4.613 0.835
H -2.377 -5.506 -1.223
C 1.445 8.776 1.635
C 2.050 7.656 0.809
O 1.035 6.908 0.144
H 0.752 8.372 2.375
H 2.220 9.344 2.153
H 0.876 9.460 1.001
H 2.600 6.964 1.446
H 2.741 8.059 0.061
H 0.554 7.513 -0.429
C -10.708 2.721 -0.605
C -9.305 3.061 -1.068
O -8.935 2.236 -2.171
H -10.767 1.672 -0.311
H -11.003 3.343 0.243
H -11.428 2.869 -1.414
H -8.588 2.893 -0.264
H -9.239 4.112 -1.374
H -9.567 2.397 -2.879
C -8.169 5.717 1.835
C -9.427 6.328 1.245
O -10.585 5.723 1.816
H -8.149 4.641 1.655
H -7.275 6.165 1.399
H -8.139 5.861 2.918
H -9.463 6.163 0.169
H -9.461 7.407 1.430
H -10.558 5.877 2.765
C 1.395 -3.405 5.588
C 1.999 -4.546 4.793
O 0.980 -5.304 4.145
H 0.697 -3.786 6.335
H 2.169 -2.824 6.094
H 0.829 -2.736 4.935
H 2.544 -5.225 5.447
H 2.693 -4.165 4.036
H 0.503 -4.707 3.558
C -8.190 5.417 -4.552
C -9.447 6.030 -5.139
O -10.614 5.435 -4.572
H -8.169 4.341 -4.732
H -7.294 5.862 -4.988
H -8.160 5.562 -3.469
H -9.487 5.866 -6.215
H -9.475 7.108 -4.953
H -10.587 5.589 -3.622
C -2.856 -7.653 6.636
C -2.296 -7.533 5.232
O -3.317 -7.157 4.305
H -3.658 -8.392 6.667
H -2.077 -7.947 7.342
H -3.283 -6.701 6.963
H -1.889 -8.487 4.899
H -1.497 -6.785 5.199
H -3.671 -6.309 4.591
C 12.035 3.444 -3.134
C 10.779 2.610 -2.949
O 10.887 1.790 -1.790
H 12.910 2.799 -3.227
H 11.963 4.070 -4.025
H 12.201 4.089 -2.267
H 10.626 1.953 -3.804
H 9.899 3.252 -2.844
H 11.011 2.370 -1.031
C 12.666 -3.236 -4.559
C 12.409 -2.886 -3.104
O 11.078 -3.224 -2.726
H 11.963 -2.710 -5.206
H 13.683 -2.968 -4.853
H 12.524 -4.306 -4.730
H 12.530 -1.816 -2.941
H 13.109 -3.417 -2.451
H 10.968 -4.171 -2.857
C -1.356 -3.888 8.892
C -1.683 -5.150 9.670
O -0.574 -6.045 9.661
H -1.094 -4.134 7.861
H -2.202 -3.200 8.884
H -0.494 -3.377 9.329
H -2.528 -5.668 9.219
H -1.939 -4.911 10.708
H 0.171 -5.592 10.067
C -5.996 -0.979 -6.412
C -5.203 -1.554 -7.570
O -3.817 -1.636 -7.246
H -5.627 0.015 -6.154
H -7.057 -0.906 -6.660
H -5.887 -1.604 -5.522
H -5.294 -0.920 -8.450
H -5.565 -2.555 -7.827
H -3.729 -2.206 -6.475
```

Properties
- HOMO (eV) = -8.938
- DFT total energy (eV) = -107897.3821
- HOMO-LUMO gap (eV) = 9.2186
- total charge = 0

Atomic partial charges in e from the Mulliken method, atoms 1 to 99: -1.10 -0.01 -1.14 -0.65 -0.65 -0.65 -0.80 -0.92 -0.70 -0.82 -0.39 -0.02 -1.22 0.07 -0.96 1.05 -0.65 -0.46 -0.49 -0.45 -0.73 0.92 -0.44 -0.28 -0.36 0.64 -0.40 -0.66 -0.41 -0.74 0.04 0.34 0.37 0.26 0.31 0.29 0.34 0.43 0.40 0.26 0.41 0.32 0.39 0.39 0.34 0.41 0.41 0.26 0.47 0.67 0.17 0.27 0.11 0.31 0.32 0.65 -0.11 0.55 0.47 0.44 0.39 0.35 0.35 0.20 0.12 0.16 0.42 0.38 0.37 0.35 -1.10 -0.20 -0.34 0.33 0.29 0.32 0.28 0.18 0.17 -1.12 -0.04 -0.42 0.32 0.21 0.43 0.17 0.20 0.24 -0.96 -0.22 -0.46 0.20 0.34 0.32 0.28 0.27 0.26 -1.13 0.38


No. 3
Below is an isolated molecule of C2H3Br in a non-equilibrium geometry, with properties calculated with ωB97M-V/def2-TZVPD.

```
6
C2H3Br | the OMol25 dataset | ωB97M-V/def2-TZVPD
C 0.663 0.454 0.006
C -0.145 -0.558 0.090
Br -2.453 0.032 0.076
H 1.719 0.192 -0.177
H 0.405 1.562 0.122
H -0.189 -1.682 -0.117
```

Properties
- energy relative to the best compared isomer or geometry (same formula, charge and spin) (eV) = 1.089
- HOMO (eV) = -9.863
- DFT total energy (eV) = -72162.8899
- HOMO-LUMO gap (eV) = 9.3543
- total charge = 0
- SMILES string = C=CBr

Population analysis type natural (NBO), resulting atomic charges in e: -0.48 -0.04 -0.23 0.24 0.26 0.25


No. 4
Below is a structure of composition C50H65F3N4NiO4SSbSeSi2 in a non-equilibrium geometry, with properties calculated with ωB97M-V/def2-TZVPD.

```
132
C50H65F3N4NiO4SSbSeSi2 | the OMol25 dataset | ωB97M-V/def2-TZVPD
Ni -0.104 -0.240 -0.194
F 1.411 5.426 -6.974
C 1.213 4.523 -5.986
C 2.300 3.847 -5.474
C 2.083 2.926 -4.460
C 0.805 2.676 -3.968
C -0.259 3.401 -4.489
C -0.066 4.322 -5.510
Sb 0.605 1.052 -2.538
C -1.510 1.368 -2.310
C -2.441 1.268 -3.341
C -3.780 1.546 -3.113
C -4.174 1.907 -1.837
F -5.476 2.192 -1.618
C -3.282 2.009 -0.794
C -1.941 1.743 -1.041
C 0.448 -0.324 -4.223
C 1.451 -0.351 -5.188
C 1.411 -1.250 -6.244
C 0.335 -2.110 -6.330
F 0.277 -2.985 -7.360
C -0.676 -2.118 -5.392
C -0.601 -1.231 -4.327
H 3.291 4.043 -5.862
H 2.930 2.399 -4.032
H -1.256 3.264 -4.096
H -0.891 4.878 -5.934
H -2.124 0.970 -4.333
H -4.512 1.498 -3.909
H -3.634 2.302 0.187
H -1.215 1.904 -0.247
H 2.287 0.335 -5.119
H 2.201 -1.299 -6.982
H -1.494 -2.822 -5.488
H -1.352 -1.262 -3.550
C 2.978 -2.333 -2.481
C 2.179 -2.987 -1.350
C 2.941 -4.226 -0.871
C 0.867 -3.470 -1.975
Si 1.772 -1.678 0.119
C 3.461 -0.664 0.459
C 4.683 -1.589 0.506
C 3.369 0.069 1.802
C 3.708 0.402 -0.615
C 1.285 -2.705 1.774
C 0.719 -1.736 2.818
C 2.462 -3.450 2.408
C 0.174 -3.701 1.427
H 3.042 -3.027 -3.327
H 3.996 -2.084 -2.185
H 2.483 -1.429 -2.836
H 3.162 -4.866 -1.734
H 2.339 -4.817 -0.180
H 3.887 -3.977 -0.389
H 1.073 -4.147 -2.813
H 0.289 -2.633 -2.351
H 0.248 -4.002 -1.252
H 4.555 -2.408 1.216
H 5.555 -1.004 0.820
H 4.909 -2.009 -0.473
H 3.360 -0.628 2.642
H 2.477 0.697 1.854
H 4.241 0.722 1.923
H 3.701 -0.015 -1.623
H 4.691 0.859 -0.448
H 2.968 1.201 -0.556
H 1.483 -1.062 3.208
H 0.297 -2.300 3.660
H -0.074 -1.140 2.374
H 3.225 -2.753 2.758
H 2.925 -4.153 1.716
H 2.107 -4.015 3.279
H -0.638 -3.194 0.902
H -0.230 -4.143 2.346
H 0.542 -4.515 0.802
C 4.183 4.567 1.545
Si 2.428 4.148 2.121
C 1.590 5.753 2.679
C 2.589 3.064 3.676
Se 1.273 3.172 0.491
H 4.670 5.242 2.256
H 4.166 5.053 0.569
H 4.792 3.665 1.460
H 2.288 6.371 3.253
H 0.726 5.541 3.311
H 1.247 6.333 1.822
H 2.850 3.679 4.542
H 3.365 2.305 3.556
H 1.652 2.552 3.901
C -0.156 1.174 8.007
C -1.628 1.060 8.372
S -2.670 1.825 7.102
O -3.974 2.057 7.664
O -1.956 2.954 6.555
C -2.811 0.591 5.788
C -3.359 1.305 4.550
N -2.989 0.602 3.335
C -1.891 0.854 2.585
N -1.817 0.030 1.543
C -2.896 -0.783 1.613
C -3.637 -0.460 2.719
N -4.795 -1.105 3.190
O -5.232 -0.808 4.297
O -5.292 -1.951 2.473
C -0.892 1.894 2.925
H 0.473 0.905 8.855
H 0.063 2.200 7.719
H 0.097 0.522 7.170
H -1.874 1.616 9.276
H -1.973 0.030 8.475
H -3.486 -0.192 6.125
H -1.808 0.205 5.601
H -2.949 2.312 4.503
H -4.439 1.371 4.618
H -3.083 -1.557 0.890
H -0.911 2.159 3.982
H -1.060 2.799 2.338
H 0.097 1.530 2.656
N -5.894 -6.727 -4.864
C -5.286 -5.965 -4.253
C -4.525 -5.021 -3.501
C -4.525 -3.674 -3.872
C -3.763 -2.763 -3.169
C -2.983 -3.182 -2.083
C -3.014 -4.530 -1.699
C -3.773 -5.442 -2.402
C -2.123 -2.271 -1.409
C -1.318 -1.544 -0.858
H -5.125 -3.361 -4.716
H -3.767 -1.715 -3.438
H -2.417 -4.833 -0.849
H -3.788 -6.484 -2.113
```

Properties
- HOMO (eV) = -4.721
- DFT total energy (eV) = -214723.2052
- HOMO-LUMO gap (eV) = 5.8873
- total charge = -1

Atomic partial charges in e from the Mulliken method, atoms 1 to 99: 1.63 -0.35 0.28 -0.73 -0.60 0.35 -0.36 -0.74 -0.31 0.23 -0.39 -1.02 0.11 -0.40 -0.56 -0.04 0.62 -0.52 -0.96 0.17 -0.37 -0.76 0.24 0.45 0.47 0.35 0.45 0.60 0.50 0.58 -0.36 0.41 0.45 0.57 -0.45 -1.97 3.47 -2.07 -1.35 -1.97 3.30 -2.00 -2.42 -1.47 2.96 -1.80 -1.90 -1.80 0.62 0.32 0.12 0.55 0.40 0.32 0.74 -0.52 0.11 0.27 0.58 0.34 0.30 0.13 0.71 0.34 0.53 -0.13 0.22 0.57 -0.38 0.38 0.28 0.54 0.16 0.70 0.35 -1.21 0.78 -1.17 -0.90 -0.23 0.35 0.30 0.28 0.33 0.25 0.30 0.48 0.27 0.02 -1.08 -0.57 1.29 -0.71 -0.64 -0.27 -2.10 0.36 -0.09 1.18


No. 5
Below is a structure of composition C30H42ClI3NO11P2 in a non-equilibrium geometry, with properties calculated with ωB97M-V/def2-TZVPD.

```
90
C30H42ClI3NO11P2 | the OMol25 dataset | ωB97M-V/def2-TZVPD
C -5.760 -0.233 -1.683
C -6.614 -0.846 -0.437
O -5.690 -1.168 0.645
P -4.997 -2.741 0.442
O -5.482 -3.560 1.677
C -3.084 -2.646 0.515
C -2.672 -1.330 -0.369
C -1.095 -1.154 -0.545
C -0.377 -0.181 0.479
C -1.175 0.575 1.657
O -1.316 1.835 1.589
O -1.752 -0.216 2.729
C -1.617 0.450 3.998
I 0.092 -0.194 5.233
C -2.525 1.461 4.438
C -3.774 1.970 3.574
I -2.173 2.394 6.387
C 1.183 0.062 0.319
C 1.890 1.072 1.335
C 2.669 0.281 2.536
C 3.042 1.401 3.654
Cl 4.532 2.348 3.137
C 1.939 -0.706 -0.825
C 3.541 -0.459 -0.923
C 3.930 0.581 -2.110
C 5.381 0.131 -2.684
O 4.150 1.888 -1.468
C 3.836 2.963 -2.413
C 2.302 3.387 -2.066
C 1.078 2.980 -2.946
C -0.363 3.397 -2.508
C -0.508 4.230 -1.202
C 0.690 4.687 -0.300
C 2.119 4.241 -0.749
N 1.220 -1.609 -1.765
I 2.400 -2.475 -3.247
C -0.259 -1.874 -1.650
P -1.003 -3.075 -2.870
O -2.512 -3.337 -2.696
O -0.243 -4.633 -2.831
O -0.808 -2.474 -4.487
O -5.409 -3.470 -1.046
C -5.849 -4.850 -0.882
C -7.446 -4.847 -0.676
H -6.432 0.353 -2.408
H -5.244 -1.115 -2.199
H -4.950 0.468 -1.274
H -7.298 0.024 -0.086
H -7.280 -1.712 -0.774
H -2.851 -2.385 1.618
H -2.578 -3.602 0.151
H -3.157 -0.439 0.198
H -3.196 -1.330 -1.404
H -3.485 2.594 2.661
H -4.461 1.104 3.270
H -4.410 2.660 4.257
H 1.221 1.910 1.730
H 2.737 1.596 0.737
H 2.049 -0.573 2.978
H 3.627 -0.203 2.092
H 2.156 2.143 3.671
H 3.162 0.884 4.682
H 4.123 -1.459 -1.017
H 3.958 0.026 0.046
H 3.122 0.680 -2.914
H 5.921 -0.419 -1.815
H 6.013 1.068 -2.923
H 5.271 -0.580 -3.575
H 3.959 2.619 -3.501
H 4.523 3.878 -2.281
H 1.209 2.379 -3.914
H -1.268 3.079 -3.133
H -1.563 4.556 -0.884
H 0.441 5.306 0.623
H 3.002 4.553 -0.084
H -0.796 -5.224 -2.258
H -1.504 -1.773 -4.606
H -5.644 -5.384 -1.882
H -5.271 -5.420 -0.072
H -7.918 -5.809 -1.100
H -7.859 -3.977 -1.308
H -7.685 -4.671 0.434
O 8.880 1.511 3.837
C 8.234 1.825 2.739
C 8.506 0.677 1.608
O 7.867 0.998 0.508
H 8.499 2.782 2.258
H 7.136 1.910 2.810
H 8.230 -0.277 2.090
H 9.603 0.584 1.544
```

Properties
- HOMO (eV) = -2.572
- DFT total energy (eV) = -111190.4449
- HOMO-LUMO gap (eV) = 1.6542
- total charge = -1

Population analysis type Mulliken, resulting atomic charges in e: -0.65 -0.15 -0.38 0.84 -0.77 -0.35 -0.71 0.63 0.40 -0.27 -0.51 -0.14 -0.31 0.01 0.28 -0.63 -0.01 -0.13 -0.83 -0.21 -0.50 -0.27 0.53 -1.41 0.97 -1.20 -0.37 -0.94 0.83 -0.27 -0.47 -0.27 -0.60 -0.36 -0.58 0.13 0.06 0.36 -0.62 -0.52 -0.52 -0.20 -0.34 -0.92 0.41 0.13 0.13 0.34 0.08 0.22 0.36 0.49 0.31 0.15 0.15 0.37 0.61 -0.03 0.21 0.26 0.30 0.28 0.50 0.07 0.25 0.31 0.32 0.21 0.39 0.31 0.28 0.32 0.28 0.33 0.28 0.31 0.34 0.31 0.33 0.37 0.20 0.23 -0.53 0.51 -0.25 -0.46 0.22 -0.30 0.24 0.27


No. 6
Below is a cluster of 2 separate species, C11H15N in total in a non-equilibrium geometry, with properties calculated with ωB97M-V/def2-TZVPD.

```
27
C11H15N | the OMol25 dataset | ωB97M-V/def2-TZVPD
C 0.608 1.191 2.963
C -1.052 -1.209 0.630
C -1.139 -0.107 1.485
C 0.151 0.051 2.127
C 0.940 -0.902 1.566
C -2.122 -1.635 -0.161
C -3.298 -0.933 -0.036
C -2.367 0.557 1.626
C -3.426 0.181 0.832
N 0.218 -1.740 0.726
H 0.630 -2.268 -0.024
H -2.050 -2.446 -0.878
H 1.903 -1.245 1.905
H -4.164 -1.096 -0.668
H -2.441 1.320 2.395
H 1.678 1.194 3.164
H 0.149 1.095 3.965
H -4.415 0.597 0.959
H 0.241 2.152 2.598
C 2.256 0.047 -3.563
C 2.738 1.277 -2.777
H 1.172 0.105 -3.664
H 2.729 -0.064 -4.535
H 2.419 -0.880 -3.005
H 3.447 1.873 -3.345
H 1.879 1.836 -2.408
H 3.318 1.050 -1.876
```

Properties
- energy relative to the best compared isomer or geometry (same formula, charge and spin) (eV) = 0.540
- HOMO (eV) = -7.924
- DFT total energy (eV) = -13140.2509
- HOMO-LUMO gap (eV) = 8.7075
- total charge = 0
- SMILES string = Cc1c[nH]c2ccccc12.CC

Population analysis type natural (NBO), resulting atomic charges in e: -0.63 0.15 -0.11 -0.07 -0.04 -0.25 -0.21 -0.18 -0.24 -0.54 0.41 0.22 0.21 0.21 0.21 0.22 0.21 0.21 0.22 -0.61 -0.62 0.21 0.21 0.20 0.21 0.21 0.20